Record 1
Computed, not measured: a structure of composition C36H40BNP2Zr, with wB97M-V/def2-TZVPD.

## Properties
**Highest occupied orbital energy (alpha / beta)**: -12.57 / -12.57 eV
**Total charge**: +2
**DFT total energy**: -2204.397430 a.u.
**HOMO-LUMO gap (alpha / beta)**: 4.534 / 4.538 eV

```
81
Properties=species:S:1:pos:R:3:forces:R:3
Zr 0.420 -2.209 -3.930 1.004 0.015 5.717
C 2.106 -2.275 -5.244 1.658 1.521 -1.786
C 1.453 -1.016 -5.421 2.533 0.608 -1.630
C 0.435 -0.771 -6.530 0.206 0.998 0.383
C -0.756 -1.757 -6.623 -0.785 -0.325 -0.186
C -1.115 -2.571 -5.382 -1.853 -2.148 -1.858
C -0.450 -3.805 -5.091 -2.777 -0.724 -2.030
C 0.655 -4.338 -5.992 -0.220 -0.889 0.596
C 1.908 -3.456 -6.186 1.046 0.003 -0.070
C -1.718 -0.007 0.223 -0.062 0.264 0.360
H 3.032 -2.303 -4.655 -0.306 0.252 -0.059
H 1.950 -0.107 -5.059 -0.076 -0.484 0.044
H 0.927 -0.752 -7.521 0.052 -0.163 0.547
H 0.031 0.249 -6.410 0.242 -0.371 0.108
H -1.659 -1.179 -6.896 0.504 -0.259 0.172
H -0.568 -2.431 -7.476 -0.079 -0.016 0.507
H -2.097 -2.344 -4.952 0.340 -0.395 -0.026
H -0.955 -4.579 -4.500 0.107 0.550 0.125
H 0.254 -4.578 -6.992 -0.195 0.281 0.391
H 0.981 -5.312 -5.586 -0.237 0.479 -0.047
H 2.780 -4.117 -6.045 -0.337 0.335 0.028
H 1.980 -3.148 -7.243 -0.210 0.296 0.488
H -0.995 -0.653 0.731 0.089 0.176 -0.168
H -2.595 0.155 0.867 0.213 -0.164 -0.273
H -1.260 0.970 0.019 0.006 -0.223 0.052
P 1.601 0.840 -1.313 0.290 0.549 0.278
P -2.249 -0.724 -1.322 0.148 -2.057 -0.047
C 0.381 0.110 -2.673 -1.704 1.445 0.167
C -0.951 -0.426 -2.647 0.530 1.952 -0.361
C 1.724 2.599 -1.756 -0.206 0.742 -1.123
C 1.855 3.062 -3.081 0.061 0.483 0.574
C 2.132 4.409 -3.327 -0.145 -0.113 -0.129
C 2.291 5.308 -2.269 0.071 -0.316 0.256
C 2.167 4.853 -0.950 -0.008 0.135 -0.252
C 1.858 3.520 -0.693 -0.198 -0.614 -0.298
C 3.357 0.394 -1.756 0.564 -0.669 -0.582
C 3.719 -0.916 -2.125 -0.156 0.061 0.077
C 5.046 -1.313 -2.287 0.073 0.116 0.024
C 6.082 -0.403 -2.072 -0.221 0.168 0.025
C 5.758 0.921 -1.764 -0.170 -0.085 -0.018
C 4.425 1.319 -1.625 -0.627 -0.027 -0.045
C -3.981 -0.255 -1.630 -0.173 0.924 -0.727
C -4.274 1.066 -2.022 -0.047 -0.247 0.073
C -5.597 1.494 -2.138 0.059 0.051 0.011
C -6.654 0.614 -1.889 0.458 -0.119 -0.006
C -6.376 -0.705 -1.529 0.167 0.113 0.054
C -5.058 -1.135 -1.386 0.435 -0.181 -0.002
C -2.336 -2.546 -1.302 0.199 -0.247 0.628
C -1.786 -3.282 -0.244 -0.145 0.148 -0.076
C -1.684 -4.670 -0.339 -0.009 -0.068 0.151
C -2.153 -5.336 -1.469 0.047 -0.083 -0.098
C -2.766 -4.616 -2.500 0.034 0.086 0.121
C -2.874 -3.230 -2.404 0.190 0.249 -0.444
H 0.508 0.825 -3.510 -0.173 -0.932 -0.123
H -1.535 -0.148 -3.550 0.341 -0.073 0.283
H 1.751 2.374 -3.921 0.159 0.169 0.109
H 2.229 4.759 -4.356 -0.015 -0.080 0.299
H 2.529 6.356 -2.467 -0.101 -0.368 0.060
H 2.313 5.543 -0.118 -0.092 -0.178 -0.232
H 1.735 3.165 0.334 0.107 0.147 -0.281
H 2.951 -1.675 -2.265 0.251 0.222 0.055
H 5.269 -2.346 -2.567 -0.066 0.329 0.134
H 7.125 -0.714 -2.150 -0.354 0.109 -0.032
H 6.549 1.666 -1.638 -0.314 -0.289 -0.033
H 4.199 2.372 -1.444 0.163 -0.337 0.112
H -3.454 1.750 -2.234 -0.200 0.059 0.042
H -5.809 2.525 -2.417 0.102 -0.266 0.040
H -7.684 0.948 -1.979 0.206 -0.027 -0.007
H -7.191 -1.406 -1.350 0.250 0.169 0.000
H -4.867 -2.163 -1.086 -0.081 0.231 -0.037
H -1.440 -2.774 0.658 0.044 -0.237 -0.324
H -1.225 -5.231 0.481 -0.212 0.210 -0.308
H -2.052 -6.422 -1.554 -0.059 0.442 0.101
H -3.161 -5.131 -3.379 0.037 0.146 0.344
H -3.390 -2.676 -3.200 0.200 -0.216 0.338
B 1.488 -1.762 0.449 0.021 0.621 1.174
C 1.213 -2.472 -0.870 -0.202 -0.512 -1.770
N 1.030 -2.967 -1.933 -0.216 0.719 0.606
H 1.320 -0.501 0.359 -0.029 -1.982 0.112
H 2.654 -1.965 0.748 -0.320 -0.081 -0.168
H 0.711 -2.237 1.263 0.173 -0.011 -0.111
```
Positions in Å, forces in eV/Å.



Record 2
Computed, not measured: a cluster of 6 separate species, C36H83N5O6 in total, with wB97M-V/def2-TZVPD.

## Properties
**Highest occupied orbital energy**: -8.24 eV
**Total charge**: 0
**DFT total energy**: -2146.476219 a.u.
**SMILES**: CC1(C)CCCC(C)(C)N1O.CC1(C)CCCC(C)(C)N1O.CC1(C)CCCC(C)(C)N1O.COC[C@H](C)N.COC[C@H](C)N.CO
**HOMO-LUMO gap**: 8.746 eV

```
130
Properties=species:S:1:pos:R:3:forces:R:3
C -25.114 2.230 11.824 0.228 -0.185 0.502
C -25.181 3.206 10.651 -0.928 -0.202 0.393
C -26.585 3.813 10.605 -0.412 0.908 -0.055
C -24.196 4.356 10.805 0.919 -0.061 -0.043
C -22.790 4.031 10.306 0.479 0.932 0.297
C -22.795 3.437 8.912 0.623 -0.642 0.718
C -23.718 2.223 8.780 0.247 -0.230 -0.644
C -23.904 1.976 7.267 -0.476 -0.828 0.169
C -23.043 0.975 9.376 0.052 0.049 -0.012
N -25.001 2.568 9.353 -0.198 0.863 -0.721
O -25.967 1.561 9.109 0.129 -0.269 0.373
H -25.993 1.585 11.859 0.144 -0.203 -0.291
H -24.209 1.627 11.773 -0.100 -0.132 0.066
H -25.102 2.731 12.797 0.032 0.249 -0.165
H -26.753 4.612 11.338 0.323 -0.246 0.260
H -26.698 4.330 9.646 -0.117 -0.241 -0.045
H -27.399 3.104 10.742 0.149 -0.218 -0.101
H -24.537 5.243 10.265 -0.203 -0.116 -0.063
H -24.118 4.619 11.862 -0.278 0.092 -0.007
H -22.205 4.962 10.293 -0.241 0.061 -0.197
H -22.184 3.469 11.026 -0.483 -0.597 -0.110
H -21.790 3.034 8.745 -0.003 0.275 -0.386
H -23.007 4.188 8.152 -0.200 0.037 0.018
H -23.038 2.290 6.685 -0.002 0.171 0.043
H -24.822 2.439 6.905 0.232 0.386 -0.062
H -24.041 0.907 7.076 0.027 0.046 0.001
H -22.154 0.745 8.782 0.057 0.040 0.108
H -23.684 0.096 9.318 -0.179 0.127 0.084
H -22.746 1.134 10.412 0.101 -0.075 -0.019
H -26.664 2.019 8.624 0.007 -0.024 -0.116
C -27.931 5.921 3.321 -0.653 -0.777 -0.441
C -26.990 5.699 4.490 1.670 2.072 -0.102
C -26.088 4.478 4.373 -0.380 -0.956 0.536
C -26.002 6.907 4.529 -0.737 -0.148 -0.349
C -26.675 8.238 4.887 0.969 -0.837 0.577
C -27.180 8.072 6.325 0.367 0.742 -0.516
C -28.076 6.850 6.530 -0.457 0.858 -0.014
C -28.052 6.517 8.022 -0.319 -0.701 0.017
C -29.497 7.248 6.082 -0.128 -0.279 0.014
N -27.554 5.694 5.823 0.392 -0.983 0.397
O -28.468 4.615 5.978 -0.413 0.149 -0.309
H -28.642 5.093 3.225 -0.007 0.088 0.100
H -28.507 6.840 3.397 -0.002 0.014 0.189
H -27.401 5.973 2.366 0.223 -0.058 0.148
H -26.704 3.572 4.335 0.240 -0.063 -0.240
H -25.350 4.456 3.572 -0.410 0.274 -0.401
H -25.490 4.399 5.286 -0.128 0.091 0.083
H -25.277 6.702 5.321 0.159 -0.008 -0.135
H -25.487 6.950 3.566 0.037 0.034 0.062
H -25.834 8.937 4.873 -0.454 0.513 -0.019
H -27.458 8.561 4.208 0.061 -0.031 -0.174
H -27.733 8.976 6.597 -0.162 -0.185 0.203
H -26.306 8.064 6.981 -0.025 -0.322 0.047
H -27.128 5.975 8.229 0.084 0.210 0.102
H -28.871 5.840 8.276 0.034 0.015 -0.044
H -28.132 7.390 8.670 0.026 0.152 -0.159
H -30.118 6.363 5.933 0.003 0.030 0.128
H -29.489 7.799 5.142 0.056 0.053 0.016
H -29.956 7.880 6.844 -0.043 0.009 -0.030
H -27.931 3.849 6.204 0.049 0.074 0.280
C -32.524 9.107 11.895 0.456 0.529 0.181
C -32.244 7.762 11.239 -0.282 -0.180 -1.265
C -32.822 7.820 9.808 -1.109 -0.395 0.014
C -30.735 7.537 11.115 0.054 -0.662 0.394
C -30.341 6.097 10.754 -0.305 -0.023 0.346
C -31.063 5.080 11.626 -0.433 -0.121 0.247
C -32.577 5.289 11.824 -0.516 -0.083 -0.844
C -33.385 4.680 10.651 -0.047 -0.220 -0.583
C -32.961 4.527 13.079 0.451 -0.611 0.552
N -32.854 6.698 12.022 0.941 0.379 1.545
O -34.225 6.948 12.260 -0.071 -0.175 -0.444
H -33.476 9.525 11.573 -0.132 -0.107 0.228
H -31.752 9.830 11.605 -0.065 -0.107 -0.237
H -32.457 9.079 12.985 -0.214 -0.252 -0.006
H -32.409 7.078 9.123 0.444 0.291 -0.031
H -32.805 8.830 9.398 0.365 -0.066 -0.184
H -33.881 7.535 9.850 0.028 0.311 0.138
H -30.373 8.187 10.319 0.119 0.272 0.244
H -30.262 7.783 12.072 0.044 0.179 -0.110
H -29.275 5.978 10.964 0.085 0.017 -0.409
H -30.519 5.906 9.695 0.004 -0.029 -0.008
H -30.597 5.046 12.616 0.020 0.200 -0.004
H -31.002 4.060 11.237 0.376 0.194 -0.071
H -34.349 4.299 10.989 0.022 0.006 0.047
H -33.605 5.359 9.826 0.132 0.205 0.244
H -32.844 3.854 10.176 -0.048 -0.117 0.261
H -34.026 4.503 13.300 -0.021 0.366 -0.025
H -32.665 3.474 12.996 -0.067 0.217 -0.189
H -32.374 4.907 13.920 -0.330 0.159 0.104
H -34.262 7.149 13.201 -0.008 0.022 0.007
C -30.971 1.474 12.278 -0.330 0.424 0.664
O -31.054 0.136 11.884 0.302 0.044 -0.138
C -29.825 -0.546 12.002 0.048 -0.291 0.613
C -30.063 -1.999 11.658 -0.118 -0.242 -1.634
C -30.842 -2.785 12.688 0.030 0.070 0.127
N -28.801 -2.658 11.304 0.493 0.084 0.476
H -30.764 1.618 13.353 -0.058 -0.405 -0.036
H -31.962 1.890 12.100 0.198 0.140 -0.214
H -30.191 2.071 11.786 -0.094 -0.291 -0.387
H -29.075 -0.120 11.321 0.007 0.090 0.074
H -29.470 -0.472 13.041 0.201 0.113 -0.147
H -30.658 -1.961 10.727 -0.338 0.083 0.320
H -31.874 -2.436 12.702 -0.019 -0.063 0.069
H -30.427 -2.683 13.693 0.105 0.037 -0.047
H -30.825 -3.845 12.430 -0.118 -0.009 -0.002
H -28.967 -3.561 10.878 -0.154 -0.062 0.166
H -28.301 -2.123 10.603 -0.015 0.109 0.072
C -26.854 1.554 2.032 -0.477 -0.366 0.195
O -26.381 0.871 3.176 0.196 -0.073 -0.013
C -27.434 0.585 4.058 -1.144 0.446 -0.071
C -26.974 0.349 5.468 0.144 -0.504 1.737
C -26.250 -0.986 5.616 0.194 -0.015 -0.014
N -28.144 0.286 6.349 -0.690 -0.229 -0.893
H -26.121 1.493 1.232 0.220 0.172 0.163
H -27.095 2.583 2.313 0.065 0.099 -0.309
H -27.770 1.070 1.666 0.033 0.092 -0.051
H -28.194 1.392 4.068 0.427 0.230 0.010
H -28.045 -0.273 3.727 0.396 -0.162 -0.026
H -26.342 1.147 5.875 0.388 0.099 -0.770
H -26.837 -1.765 5.125 0.096 -0.036 -0.057
H -26.151 -1.271 6.667 -0.013 0.154 0.035
H -25.240 -0.964 5.207 -0.094 0.014 -0.206
H -28.647 1.154 6.467 0.068 -0.011 0.247
H -28.016 -0.221 7.207 0.175 0.153 0.080
C -29.764 2.591 9.119 0.084 0.423 0.684
O -29.727 2.693 7.720 0.043 -0.391 -0.573
H -29.308 3.489 9.556 0.073 -0.153 0.045
H -30.752 2.508 9.581 -0.155 -0.146 -0.463
H -29.193 1.711 9.425 0.043 0.039 -0.039
H -30.558 2.975 7.334 -0.080 0.135 0.215
```
Positions in Å, forces in eV/Å.



Record 3
Computed, not measured: a cluster of 2 separate species, H3S3 in total, with wB97M-V/def2-TZVPD.

## Properties
**Highest occupied orbital energy**: -2.89 eV
**Total charge**: -1
**DFT total energy**: -1196.403261 a.u.
**HOMO-LUMO gap**: 6.463 eV

```
6
Properties=species:S:1:pos:R:3:forces:R:3
S -0.256 -0.897 2.029 -0.063 0.144 -0.202
H -1.266 -1.654 1.582 -0.004 -0.023 0.003
S -0.472 1.321 -0.559 0.188 0.123 -0.150
S 1.385 1.009 -1.483 -0.376 -0.018 0.109
H -0.371 0.039 0.892 0.135 -0.202 0.269
H 0.980 0.183 -2.461 0.120 -0.024 -0.029
```
Positions in Å, forces in eV/Å.